Entry 1:
# C6H10O

A cluster of 2 separate species, C6H10O in total in a non-equilibrium geometry (ωB97M-V/def2-TZVPD, OMol25).

SMILES: C=C/C=C/C=C.O
M, g/mol: 98.1
Energy above the lowest of the compared OMol25 structures with the same formula, charge and spin, kcal per mole: 61.1
Highest occupied orbital energy, eV: -7.7
Calculated total energy, hartree: -309.74499
Kohn-Sham gap, eV: 8.1
Maximum force, eV/Å: 4.75
2S+1: 1

Each line ends with the Löwdin charge.
Positions of all 17 atoms, in Å:
1 C -0.40 -2.00 1.26  -0.210
2 C -0.08 -2.68 0.13  0.013
3 C 0.30 0.27 0.44  -0.117
4 C -0.04 -0.64 1.45  -0.136
5 C 1.16 2.38 -0.35  -0.010
6 C 1.10 1.51 0.63  -0.172
7 H -0.90 -2.46 2.12  0.093
8 H -0.23 -3.73 0.01  0.035
9 H 0.53 -2.12 -0.67  0.092
10 H -0.06 -0.10 -0.45  0.032
11 H -0.11 -0.14 2.47  0.120
12 H 0.66 2.19 -1.33  0.061
13 H 1.53 3.39 -0.26  0.045
14 H 1.50 1.70 1.66  0.116
15 H -1.06 1.11 -2.79  0.085
16 H -2.43 0.64 -2.37  0.090
17 O -1.48 0.68 -1.95  -0.135

Entry 2:
# C6H10O

A cluster of 2 separate species, C6H10O in total (ωB97M-V/def2-TZVPD, OMol25).

SMILES: OC1=CC=CCC1.[H][H]
M, g/mol: 98.1
Energy above the lowest of the compared OMol25 structures with the same formula, charge and spin, kcal per mole: 31.8
Highest occupied orbital energy, eV: -7.7
Calculated total energy, hartree: -309.79174
Kohn-Sham gap, eV: 8.6
Maximum force, eV/Å: 0.38
2S+1: 1

Each line ends with the Löwdin charge.
Positions of all 17 atoms, in Å:
1 O -2.27 0.32 1.25  0.046
2 C -1.00 0.09 0.81  -0.362
3 C -0.42 1.16 -0.09  -0.141
4 C 1.06 0.95 -0.49  -0.184
5 C 1.61 -0.42 -0.19  -0.147
6 C 0.98 -1.29 0.61  -0.129
7 C -0.35 -1.01 1.16  -0.053
8 H -2.65 1.06 0.76  0.102
9 H -1.05 -1.15 -1.98  0.068
10 H -0.53 2.12 0.43  0.120
11 H -1.06 1.22 -0.98  0.107
12 H 1.68 1.68 0.04  0.111
13 H 1.18 1.18 -1.56  0.105
14 H -0.34 -1.24 -1.78  0.049
15 H 2.58 -0.67 -0.62  0.097
16 H 1.44 -2.25 0.84  0.100
17 H -0.84 -1.74 1.80  0.111

Entry 3:
# C6H10O

An isolated molecule of C6H10O (ωB97M-V/def2-TZVPD, OMol25).

SMILES: C/C=C\CCC=O
M, g/mol: 98.1
Energy above the lowest of the compared OMol25 structures with the same formula, charge and spin, kcal per mole: 12.8
Highest occupied orbital energy, eV: -9.2
Calculated total energy, hartree: -309.82200
Kohn-Sham gap, eV: 10.2
Maximum force, eV/Å: 0.53
2S+1: 1

Each line ends with the Löwdin charge.
Positions of all 17 atoms, in Å:
1 C 2.19 -0.77 -0.32  -0.102
2 C 1.39 -0.40 0.89  -0.171
3 C 0.08 -0.38 1.07  -0.141
4 C -1.01 -0.73 0.08  -0.196
5 C -1.33 0.44 -0.85  -0.167
6 C -1.57 1.74 -0.12  -0.263
7 O -1.77 1.84 1.07  0.053
8 H 2.77 0.11 -0.64  0.075
9 H 1.57 -1.10 -1.17  0.065
10 H 2.90 -1.56 -0.09  0.073
11 H -0.27 -0.01 2.03  0.099
12 H -1.91 -1.00 0.64  0.113
13 H -0.73 -1.59 -0.54  0.109
14 H -0.53 0.61 -1.58  0.116
15 H -2.24 0.25 -1.44  0.122
16 H -1.55 2.64 -0.77  0.119
17 H 1.99 -0.07 1.74  0.097

Entry 4:
# C6H10O

An isolated molecule of C6H10O (ωB97M-V/def2-TZVPD, OMol25).

SMILES: C#CC(C)(C)OC
M, g/mol: 98.1
Energy above the lowest of the compared OMol25 structures with the same formula, charge and spin, kcal per mole: 50.0
Highest occupied orbital energy, eV: -9.6
Calculated total energy, hartree: -309.76268
Kohn-Sham gap, eV: 10.6
Maximum force, eV/Å: 0.54
2S+1: 1

Each line ends with the Löwdin charge.
Positions of all 17 atoms, in Å:
1 C -1.75 -0.13 -1.14  -0.093
2 O -0.85 -0.80 -0.28  -0.146
3 C 0.32 -0.18 0.27  -0.592
4 C 1.54 -0.92 -0.30  -0.019
5 C 0.21 -0.38 1.78  -0.020
6 C 0.36 1.25 -0.07  -0.075
7 C 0.19 2.38 -0.45  0.137
8 H -1.74 -0.60 -2.13  0.089
9 H -2.76 -0.21 -0.72  0.089
10 H -1.51 0.92 -1.26  0.056
11 H 1.37 -1.99 -0.17  0.090
12 H 2.46 -0.64 0.21  0.088
13 H 1.65 -0.71 -1.37  0.090
14 H 1.14 -0.10 2.30  0.089
15 H 0.01 -1.44 1.97  0.090
16 H -0.61 0.20 2.19  0.091
17 H -0.02 3.36 -0.83  0.037

Entry 5:
# C6H10O

An isolated molecule of C6H10O in a non-equilibrium geometry (ωB97M-V/def2-TZVPD, OMol25).

SMILES: CC(C)=C/C=C/O
M, g/mol: 98.1
Energy above the lowest of the compared OMol25 structures with the same formula, charge and spin, kcal per mole: 33.7
Highest occupied orbital energy, eV: -7.7
Calculated total energy, hartree: -309.78873
Kohn-Sham gap, eV: 8.6
Maximum force, eV/Å: 2.69
2S+1: 1

Each line ends with the Löwdin charge.
Positions of all 17 atoms, in Å:
1 C 1.19 2.09 -0.77  -0.067
2 C 0.45 1.04 0.00  -0.336
3 C 0.31 -0.20 -0.53  -0.116
4 C -0.67 -1.18 -0.13  -0.107
5 C -0.66 -2.46 -0.54  -0.196
6 O -1.33 -3.52 -0.02  0.001
7 C -0.02 1.18 1.44  -0.072
8 H 0.45 2.59 -1.41  0.081
9 H 1.97 1.59 -1.33  0.074
10 H 1.67 2.86 -0.15  0.074
11 H 0.72 -0.28 -1.55  0.116
12 H -1.47 -0.94 0.54  0.102
13 H 0.09 -2.79 -1.25  0.118
14 H -2.25 -3.40 0.22  0.097
15 H -1.11 1.09 1.42  0.073
16 H 0.19 0.32 2.11  0.087
17 H 0.46 2.03 1.93  0.071

Entry 6:
# C6H10O

A structure of composition C6H10O (ωB97M-V/def2-TZVPD, OMol25).

M, g/mol: 98.1
Energy above the lowest of the compared OMol25 structures with the same formula, charge and spin, kcal per mole: 141.5
Highest occupied orbital energy (spin up / spin down), eV: -7.4 / -7.4
Calculated total energy, hartree: -309.61687
Kohn-Sham gap (spin up / spin down), eV: 7.6 / 7.6
Maximum force, eV/Å: 0.47
2S+1: 1

Each line ends with the Löwdin charge.
Positions of all 17 atoms, in Å:
1 C -0.81 -0.48 -1.85  -0.008
2 C -0.15 -0.07 -0.70  -0.601
3 C -0.18 1.48 0.18  0.048
4 C 1.19 0.89 0.50  -0.295
5 C 0.74 -0.17 1.51  -0.108
6 C -0.43 -0.59 0.65  -0.062
7 O 1.25 0.17 -0.74  -0.027
8 H -0.39 -0.21 -2.81  0.060
9 H -1.89 -0.64 -1.80  0.060
10 H -0.47 -2.15 -0.98  0.095
11 H -0.85 1.78 1.00  0.108
12 H -0.21 2.18 -0.66  0.118
13 H 2.08 1.49 0.68  0.150
14 H 0.45 0.26 2.48  0.120
15 H 1.49 -0.96 1.67  0.124
16 H -0.37 -2.26 -0.16  0.093
17 H -1.44 -0.72 1.03  0.126

Entry 7:
# C6H10O

An isolated molecule of C6H10O (ωB97M-V/def2-TZVPD, OMol25).

SMILES: C[C@H]1C[C@H]2OC[C@@H]12
M, g/mol: 98.1
Energy above the lowest of the compared OMol25 structures with the same formula, charge and spin, kcal per mole: 34.7
Highest occupied orbital energy, eV: -9.4
Calculated total energy, hartree: -309.78704
Kohn-Sham gap, eV: 10.5
Maximum force, eV/Å: 0.43
2S+1: 1

Each line ends with the Löwdin charge.
Positions of all 17 atoms, in Å:
1 C 1.72 -0.52 -0.37  -0.074
2 C 0.78 0.33 0.47  -0.303
3 C 0.08 1.45 -0.36  -0.082
4 C -1.26 0.76 -0.11  -0.264
5 O -1.52 -0.33 -1.01  -0.079
6 C -1.23 -1.29 0.02  -0.150
7 C -0.62 -0.21 0.90  -0.160
8 H 2.04 -1.44 0.14  0.079
9 H 2.61 0.09 -0.58  0.082
10 H 1.25 -0.79 -1.32  0.081
11 H 1.30 0.71 1.34  0.129
12 H 0.13 2.43 0.12  0.112
13 H 0.39 1.52 -1.41  0.117
14 H -2.16 1.36 0.06  0.144
15 H -0.60 -2.11 -0.34  0.114
16 H -2.16 -1.71 0.44  0.118
17 H -0.83 -0.22 1.98  0.136

Entry 8:
# C6H10O

An isolated molecule of C6H10O in a non-equilibrium geometry (ωB97M-V/def2-TZVPD, OMol25).

SMILES: CC1=C(C(C)C)O1
M, g/mol: 98.1
Energy above the lowest of the compared OMol25 structures with the same formula, charge and spin, kcal per mole: 104.0
Highest occupied orbital energy, eV: -7.6
Calculated total energy, hartree: -309.67660
Kohn-Sham gap, eV: 8.5
Maximum force, eV/Å: 4.61
2S+1: 1

Each line ends with the Löwdin charge.
Positions of all 17 atoms, in Å:
1 C 1.57 -0.26 0.85  -0.036
2 C 0.29 0.04 0.79  -0.233
3 C 3.00 -0.20 0.89  -0.054
4 C -1.60 1.30 0.32  -0.059
5 C -1.02 -0.91 -0.99  -0.058
6 C -1.08 -0.11 0.34  -0.361
7 O 0.69 0.20 2.15  -0.066
8 H 3.27 -0.52 -0.08  0.073
9 H 3.54 -0.90 1.52  0.093
10 H 3.48 0.67 1.17  0.068
11 H -0.96 1.96 -0.11  0.034
12 H -1.72 1.73 1.41  0.137
13 H -2.53 1.31 -0.34  0.104
14 H -0.53 -0.41 -1.88  0.097
15 H -2.04 -1.03 -1.50  0.095
16 H -0.62 -1.87 -0.99  0.044
17 H -1.69 -0.68 0.95  0.122

Entry 9:
# C6H10O

An isolated molecule of C6H10O in a non-equilibrium geometry (ωB97M-V/def2-TZVPD, OMol25).

M, g/mol: 98.1
Energy above the lowest of the compared OMol25 structures with the same formula, charge and spin, kcal per mole: 76.9
Highest occupied orbital energy, eV: -7.8
Calculated total energy, hartree: -309.71984
Kohn-Sham gap, eV: 7.7
Maximum force, eV/Å: 1.02
2S+1: 1

Each line ends with the Löwdin charge.
Positions of all 17 atoms, in Å:
1 O -1.74 1.57 -0.54  0.106
2 C -1.13 0.55 0.06  -0.314
3 C 0.19 0.88 0.73  -0.140
4 C 1.33 -0.11 0.46  -0.267
5 C 1.56 -0.36 -1.03  -0.103
6 C -1.19 -1.76 0.71  0.073
7 C -1.79 -0.67 0.06  -0.204
8 H -1.20 2.37 -0.48  0.120
9 H 0.61 -0.57 -1.54  0.066
10 H -0.01 0.92 1.81  0.134
11 H 0.49 1.90 0.45  0.117
12 H 1.06 -1.05 0.96  0.065
13 H 2.23 0.30 0.93  0.107
14 H 2.01 0.50 -1.53  0.071
15 H 2.22 -1.23 -1.18  0.075
16 H -1.88 -2.61 0.57  -0.010
17 H -2.77 -0.62 -0.45  0.103

Entry 10:
# C6H10O

An isolated molecule of C6H10O in a non-equilibrium geometry (ωB97M-V/def2-TZVPD, OMol25).

SMILES: O=CCCC1CC1
M, g/mol: 98.1
Energy above the lowest of the compared OMol25 structures with the same formula, charge and spin, kcal per mole: 80.1
Highest occupied orbital energy, eV: -9.1
Calculated total energy, hartree: -309.71467
Kohn-Sham gap, eV: 10.1
Maximum force, eV/Å: 4.02
2S+1: 1

Each line ends with the Löwdin charge.
Positions of all 17 atoms, in Å:
1 O -1.58 -0.73 1.03  -0.014
2 C -2.07 0.07 0.24  -0.303
3 C -1.34 0.61 -0.89  -0.158
4 C -0.08 -0.19 -1.26  -0.146
5 C 1.20 0.30 -0.34  -0.249
6 C 1.14 0.76 1.15  -0.104
7 C 1.60 -0.60 0.79  -0.139
8 H -3.10 0.45 0.42  0.118
9 H -1.88 1.21 -1.63  0.110
10 H -0.24 0.98 -0.42  0.130
11 H 0.19 0.02 -2.29  0.115
12 H -0.19 -1.24 -1.02  0.109
13 H 1.97 0.82 -0.92  0.128
14 H 1.87 1.51 1.47  0.106
15 H 0.17 0.84 1.64  0.095
16 H 2.65 -0.85 0.87  0.101
17 H 0.89 -1.39 0.99  0.103

Entry 11:
# C6H10O

An isolated molecule of C6H10O in a non-equilibrium geometry (ωB97M-V/def2-TZVPD, OMol25).

M, g/mol: 98.1
Energy above the lowest of the compared OMol25 structures with the same formula, charge and spin, kcal per mole: 225.4
Highest occupied orbital energy, eV: -8.9
Calculated total energy, hartree: -309.48317
Kohn-Sham gap, eV: 5.6
Maximum force, eV/Å: 9.36
2S+1: 1

Each line ends with the Löwdin charge.
Positions of all 17 atoms, in Å:
1 C -1.01 1.89 0.62  -0.123
2 C -1.42 0.67 -0.12  -0.277
3 C -0.51 -0.58 0.12  -0.252
4 C -0.73 -1.49 -1.02  0.140
5 C 0.80 -1.04 -0.75  -0.103
6 C 2.09 -0.87 0.10  -0.416
7 O 2.57 0.27 0.56  -0.095
8 H -1.76 2.66 0.66  0.060
9 H -1.04 1.58 1.78  0.120
10 H 0.00 2.16 0.33  0.078
11 H -2.50 0.28 -0.05  0.139
12 H -1.29 0.87 -1.22  0.114
13 H -0.03 -0.52 1.17  0.173
14 H -1.09 -2.40 -0.79  0.064
15 H 1.07 -0.55 -1.68  0.124
16 H 2.87 -1.25 -0.57  0.120
17 H 1.99 -1.68 0.86  0.134

Entry 12:
# C6H10O

A structure of composition C6H10O (ωB97M-V/def2-TZVPD, OMol25).

M, g/mol: 98.1
Energy above the lowest of the compared OMol25 structures with the same formula, charge and spin, kcal per mole: 70.4
Highest occupied orbital energy, eV: -8.4
Calculated total energy, hartree: -309.73022
Kohn-Sham gap, eV: 9.4
Maximum force, eV/Å: 0.23
2S+1: 1

Each line ends with the Löwdin charge.
Positions of all 17 atoms, in Å:
1 C 0.74 -0.50 -1.33  -0.141
2 C 1.24 0.64 -0.42  -0.350
3 O 1.59 0.35 0.79  -0.090
4 C 0.12 -0.33 1.79  -0.013
5 C -0.95 0.44 1.35  -0.165
6 C -1.14 0.49 -0.04  -0.174
7 C -0.75 -0.71 -0.92  -0.170
8 H 1.34 -1.40 -1.20  0.111
9 H 0.81 -0.19 -2.38  0.108
10 H 1.75 1.51 -0.85  0.135
11 H 0.00 1.19 -0.34  0.130
12 H 0.28 -1.32 1.38  0.090
13 H 0.50 -0.21 2.80  0.096
14 H -1.30 1.28 1.95  0.104
15 H -1.93 1.14 -0.42  0.120
16 H -1.40 -0.76 -1.80  0.104
17 H -0.89 -1.64 -0.37  0.105

Entry 13:
# C6H10O

An isolated molecule of C6H10O (ωB97M-V/def2-TZVPD, OMol25).

SMILES: C[C@H]1OC[C@H]2C[C@H]21
M, g/mol: 98.1
Energy above the lowest of the compared OMol25 structures with the same formula, charge and spin, kcal per mole: 14.5
Highest occupied orbital energy, eV: -9.6
Calculated total energy, hartree: -309.81930
Kohn-Sham gap, eV: 10.7
Maximum force, eV/Å: 0.44
2S+1: 1

Each line ends with the Löwdin charge.
Positions of all 17 atoms, in Å:
1 C -2.01 -0.50 0.33  -0.036
2 C -0.85 -0.05 -0.57  -0.350
3 O -0.52 1.28 -0.15  -0.117
4 C 0.86 1.53 -0.35  -0.166
5 C 1.55 0.19 -0.20  -0.199
6 C 1.07 -0.67 0.93  -0.070
7 C 0.45 -0.83 -0.41  -0.191
8 H -2.87 0.15 0.16  0.079
9 H -1.76 -0.43 1.40  0.078
10 H -2.31 -1.53 0.12  0.083
11 H -1.21 -0.05 -1.62  0.147
12 H 1.05 1.95 -1.35  0.123
13 H 1.17 2.28 0.40  0.126
14 H 2.57 0.08 -0.57  0.138
15 H 0.45 -0.18 1.67  0.109
16 H 1.68 -1.50 1.27  0.107
17 H 0.66 -1.71 -1.01  0.140

Entry 14:
# C6H10O

An isolated molecule of C6H10O in a non-equilibrium geometry (ωB97M-V/def2-TZVPD, OMol25).

SMILES: C/C=C/C=C(/C)O
M, g/mol: 98.1
Energy above the lowest of the compared OMol25 structures with the same formula, charge and spin, kcal per mole: 48.5
Highest occupied orbital energy, eV: -7.8
Calculated total energy, hartree: -309.76505
Kohn-Sham gap, eV: 8.7
Maximum force, eV/Å: 3.55
2S+1: 1

Each line ends with the Löwdin charge.
Positions of all 17 atoms, in Å:
1 C -2.33 -2.17 0.30  -0.119
2 C -0.98 -1.55 0.67  -0.184
3 C -0.69 -0.24 0.68  -0.145
4 C 0.67 0.27 0.38  -0.091
5 C 1.10 1.42 -0.22  -0.277
6 O 0.19 2.21 -0.96  -0.003
7 C 2.59 1.80 -0.70  0.000
8 H -2.98 -1.25 0.13  0.080
9 H -2.22 -2.92 -0.50  0.062
10 H -2.94 -2.78 1.12  0.098
11 H -0.19 -2.24 1.00  0.103
12 H -1.49 0.56 0.85  0.131
13 H 1.33 -0.53 0.55  0.086
14 H -0.66 1.78 -0.84  0.070
15 H 2.47 2.76 -1.12  0.052
16 H 2.91 1.11 -1.49  0.077
17 H 3.20 1.76 0.17  0.061